1.
Computed, not measured: a cluster of 2 separate species, C4H12O in total at a distorted geometry, with ωB97M-V with the def2-TZVPD basis set.

Geometry as XYZ:
```
17
Properties=species:S:1:pos:R:3:forces:R:3:mulliken_charge:R:1
C -0.5617 -1.2043 1.3345 1.78 0.22 1.29 -0.952
C 0.5821 -0.6062 0.4207 -1.58 1.06 2.03 -1.042
C 0.2617 0.8960 0.1333 1.76 -1.61 -0.18 -0.265
C 1.3512 1.3377 -0.8201 1.29 0.63 -3.10 -1.186
H -1.5370 -1.0935 0.8758 -0.16 0.74 0.24 0.234
H -0.4366 -0.7432 2.3852 -0.75 -0.56 -1.65 0.262
H -0.5429 -2.2877 1.4773 0.63 -0.02 0.00 0.333
H 0.5843 -1.0917 -0.5086 0.24 -0.99 -1.37 0.575
H 1.6270 -0.6243 0.8346 -1.13 -0.35 -0.16 0.401
H 0.4066 1.4193 1.0385 0.13 0.66 1.21 0.363
H -0.7509 1.1181 -0.1267 -0.59 -0.20 -0.73 0.433
H 2.1271 1.9222 -0.3068 -0.01 -0.47 -0.07 0.297
H 1.0450 2.0199 -1.6533 -0.29 -0.24 0.83 0.338
H 1.8892 0.5238 -1.5007 -1.14 1.14 1.94 0.275
O -2.1283 -0.6843 -1.4941 0.06 -1.23 -2.02 -0.661
H -2.6774 -0.2071 -0.9174 -0.79 0.99 1.28 0.315
H -1.2394 -0.6949 -1.1721 0.53 0.21 0.46 0.280
```
Forces are in eV/Å.

Gap between HOMO and LUMO (eV): 12.1
Energy (eV): -6389.23163
SMILES: CCCC.O
E_HOMO (eV): -11.085
Net charge: 0
F_max (Eh/bohr): 0.0665



2.
Computed, not measured: a structure of composition C23H29N2O3PPm, with ωB97M-V with the def2-TZVPD basis set.

Geometry as XYZ:
```
59
Properties=species:S:1:pos:R:3:forces:R:3:lowdin_spin:R:1
Pm 0.2809 -0.6077 -0.0057 0.29 -0.21 0.38 4.038
C 1.8264 -0.7539 3.1711 -0.13 0.05 -0.06 0.000
O 1.2740 0.0466 2.0825 -0.03 0.08 -0.06 -0.005
C 1.6405 1.4472 2.1767 -0.04 0.13 0.12 0.000
C 0.5556 2.2464 1.5042 -0.17 0.15 -0.14 0.000
O 0.3129 1.7601 0.1496 0.21 0.07 -0.07 -0.004
C 0.9550 2.4500 -0.9651 -0.14 0.10 0.12 0.000
C 2.2275 1.7420 -1.3620 -0.07 0.08 -0.04 0.000
O 1.8996 0.3356 -1.5069 -0.10 -0.10 0.01 -0.005
C 2.8298 -0.3903 -2.3680 -0.08 0.07 0.02 0.000
H 1.5251 -0.3063 4.1159 0.02 -0.03 0.02 0.000
H 2.9105 -0.7849 3.0801 0.00 -0.01 0.04 0.000
H 1.3998 -1.7477 3.0729 0.04 0.00 0.04 0.000
H 2.6290 1.5933 1.7356 -0.03 -0.02 0.00 0.000
H 1.6824 1.7405 3.2280 0.04 -0.04 -0.01 0.000
H 0.7847 3.3113 1.4662 0.08 -0.03 0.05 0.000
H -0.3931 2.1232 2.0292 0.04 0.01 0.02 0.000
H 1.1293 3.4905 -0.6914 0.07 -0.02 -0.04 0.000
H 0.2266 2.4275 -1.7766 0.04 0.00 0.00 0.000
H 3.0296 1.8428 -0.6281 -0.01 0.01 -0.02 0.000
H 2.5709 2.1403 -2.3191 0.03 -0.05 0.01 0.000
H 2.8216 0.0646 -3.3562 0.03 -0.02 0.00 0.000
H 2.4689 -1.4151 -2.4370 0.02 0.01 -0.02 0.000
H 3.8268 -0.3602 -1.9310 0.01 0.00 -0.03 0.000
N -2.0691 -3.1452 -0.3365 -0.02 -0.05 -0.01 -0.001
P -0.4572 -3.1829 -0.8803 -0.10 0.36 -0.33 -0.006
C -0.2631 -4.5644 -1.9723 0.02 -0.24 0.10 -0.001
C -0.3414 -4.3319 -3.3490 -0.02 0.06 -0.02 0.000
C -0.2659 -5.3998 -4.2262 0.00 -0.01 0.02 0.000
C -0.1117 -6.6901 -3.7345 0.00 0.00 0.00 0.000
C -0.0275 -6.9239 -2.3660 0.00 0.01 -0.05 0.000
C -0.1009 -5.8643 -1.4799 0.05 -0.01 0.03 0.000
C 0.5604 -3.4276 0.6095 -0.09 -0.30 0.14 -0.003
C 0.1156 -4.0715 1.7735 0.01 0.09 -0.11 -0.001
C 1.0306 -4.4552 2.7423 -0.03 -0.02 0.04 -0.001
C 2.3872 -4.1974 2.5719 0.06 -0.01 0.03 -0.002
C 2.8399 -3.5000 1.4589 -0.11 0.02 -0.01 0.000
C 1.9235 -3.1082 0.4896 0.14 0.19 -0.11 -0.003
C -2.8082 -1.9720 -0.2779 -0.14 -0.02 -0.10 0.000
C -4.2022 -2.0062 -0.3723 0.12 0.00 0.07 0.000
C -4.9019 -0.8235 -0.3549 -0.04 0.02 -0.01 0.000
C -4.2164 0.3923 -0.2459 0.12 -0.02 0.06 0.000
C -2.8554 0.3492 -0.1377 -0.05 0.03 -0.03 0.001
N -2.1378 -0.8101 -0.1454 0.12 -0.12 -0.02 -0.007
H -2.6146 -3.9969 -0.3942 0.00 0.02 0.01 0.000
H -0.4674 -3.3275 -3.7370 0.00 0.01 0.03 0.000
H -0.3250 -5.2261 -5.2914 0.00 -0.01 -0.02 0.000
H -0.0516 -7.5212 -4.4238 0.00 -0.01 -0.01 0.000
H 0.0986 -7.9314 -1.9950 0.00 -0.01 0.01 0.000
H -0.0199 -6.0540 -0.4161 -0.01 0.03 0.01 0.000
H -0.9347 -4.3068 1.8939 0.00 -0.01 0.00 0.000
H 0.6934 -4.9843 3.6239 -0.02 0.00 0.00 0.000
H 3.0908 -4.5374 3.3204 0.03 0.01 -0.01 0.000
H 3.8935 -3.2869 1.3384 0.01 0.00 -0.02 0.000
H 2.3068 -2.6101 -0.4109 -0.07 -0.22 -0.02 0.000
H -4.7116 -2.9545 -0.4762 0.00 -0.01 0.00 0.000
H -5.9806 -0.8359 -0.4400 -0.01 0.01 0.00 0.000
H -4.7342 1.3394 -0.2386 -0.03 0.00 0.00 0.000
H -2.2783 1.2640 -0.0443 -0.03 -0.01 0.00 0.000
```
Forces are in eV/Å.

⟨S²⟩: 6.005
Gap between HOMO and LUMO (alpha / beta) (eV): 6.7 / 7.9
Energy (eV): -59263.37013
Multiplicity: 5
E_HOMO (alpha / beta) (eV): -17.040 / -17.039
Net charge: +3
F_max (Eh/bohr): 0.0101



3.
Computed, not measured: an isolated molecule of C5H6N4O at a distorted geometry, with ωB97M-V with the def2-TZVPD basis set.

Geometry as XYZ:
```
16
Properties=species:S:1:pos:R:3:forces:R:3:mulliken_charge:R:1
H 3.8697 -0.5354 0.4903 -2.39 0.67 2.25 0.322
N 2.9123 -0.3151 1.0540 1.67 0.08 -0.66 -0.588
C 2.1570 -0.0039 0.0962 3.24 -2.32 -1.68 0.090
O 2.9875 -0.1605 -1.1477 -2.69 0.76 0.38 -0.576
C 0.6931 0.0698 0.0459 -0.47 0.63 0.17 0.231
C -0.1002 -1.0742 -0.1253 0.35 0.39 -0.55 0.069
N -1.4196 -1.0391 -0.1171 -0.21 -0.01 0.13 -0.638
C -2.0012 0.1545 0.1234 1.00 -0.07 0.15 0.495
N -3.3396 0.1827 0.2256 -0.64 0.01 -0.08 -0.374
N -1.3346 1.3091 0.3100 -0.18 -0.02 0.02 -0.632
C -0.0121 1.2555 0.2798 -0.01 -0.17 0.06 -0.071
H 2.4002 -0.3942 -1.8782 0.06 0.21 -0.20 0.336
H 0.3748 -2.0317 -0.3569 -0.19 0.15 0.26 0.443
H -3.8211 1.0534 0.3931 0.27 -0.19 -0.04 0.229
H -3.8751 -0.6644 0.1089 0.26 0.18 0.00 0.228
H 0.5089 2.1935 0.4979 -0.09 -0.31 -0.21 0.435
```
Forces are in eV/Å.

Gap between HOMO and LUMO (eV): 9.8
Energy (eV): -13289.51605
SMILES: [H]/N=C(\O)c1cnc(N)nc1
E_HOMO (eV): -9.191
Net charge: 0
F_max (Eh/bohr): 0.0841



4.
Computed, not measured: a cluster of 2 separate species, C4H7ClS in total at a distorted geometry, with ωB97M-V with the def2-TZVPD basis set.

Geometry as XYZ:
```
13
Properties=species:S:1:pos:R:3:forces:R:3:mulliken_charge:R:1
C -0.2987 -1.0884 1.9495 -0.67 1.12 2.58 -0.370
C 0.1236 -1.6357 0.8521 0.64 0.19 -1.05 -0.145
C 0.6954 0.0706 -1.1084 -0.44 -0.71 0.50 -1.153
C -0.4682 0.9491 -1.2736 -2.85 -0.51 -0.10 0.225
S -0.8069 1.8731 0.3081 0.67 -0.56 -1.44 -0.195
Cl -0.0783 2.1178 -2.6454 -0.19 -0.25 0.21 -0.190
H -0.3034 -1.4525 3.0172 0.30 -1.08 -1.28 0.217
H -0.7287 -0.0816 2.1818 0.56 -0.48 -1.55 0.112
H 0.5192 -2.6335 0.5538 -0.33 1.13 0.34 0.287
H 0.6713 -0.7008 -1.8823 0.89 0.14 0.41 0.373
H 1.5964 0.6286 -0.7611 -0.44 -1.12 -0.46 0.357
H -1.4226 0.3476 -1.6072 1.91 1.39 0.63 0.316
H 0.5009 1.6056 0.4156 -0.04 0.73 1.21 0.166
```
Forces are in eV/Å.

Gap between HOMO and LUMO (alpha / beta) (eV): 8.6 / 8.7
Energy (eV): -27613.58999
E_HOMO (alpha / beta) (eV): -8.908 / -8.858
Net charge: 0
F_max (Eh/bohr): 0.0563



5.
Computed, not measured: a cluster of 2 separate species, C17H43N3OP2 in total at a distorted geometry, with ωB97M-V with the def2-TZVPD basis set.

Geometry as XYZ:
```
66
Properties=species:S:1:pos:R:3:forces:R:3:mulliken_charge:R:1
C -1.2193 2.1652 -3.8862 -0.02 0.11 0.00 -1.002
N -0.8480 0.7919 -3.6271 -0.36 -0.03 -0.14 0.461
C 0.5714 0.5116 -3.7747 0.05 -0.36 0.14 -1.019
P -1.7089 -0.3735 -2.7219 -2.17 4.05 -1.22 -0.152
O -1.0750 -0.3408 -1.3780 0.80 -2.61 -0.32 -0.462
N -3.3082 0.0690 -2.3479 0.13 0.32 0.69 0.245
C -4.1344 0.9740 -3.1184 -0.27 -0.39 -0.42 -1.065
C -3.6471 0.1615 -0.9284 0.17 0.20 0.14 -0.947
N -2.1914 -1.3578 -4.0668 1.56 -1.58 0.97 0.226
C -1.8683 -2.7834 -3.8763 -0.28 -0.04 0.26 -0.967
C -1.9390 -0.9620 -5.4434 0.23 0.24 -0.13 -0.916
H -0.9231 2.4393 -4.9054 0.09 0.02 0.04 0.386
H -0.7483 2.8731 -3.1922 -0.01 -0.01 0.00 0.299
H -2.2917 2.3133 -3.8411 0.06 -0.05 0.08 0.249
H 0.7457 -0.3102 -4.4822 0.06 0.03 0.04 0.234
H 1.0325 0.2378 -2.8203 0.01 0.04 -0.01 0.166
H 1.0956 1.3858 -4.1574 -0.10 0.05 -0.04 0.432
H -3.9121 2.0246 -2.9003 -0.11 0.00 0.02 0.399
H -5.1872 0.8095 -2.8763 0.02 -0.06 0.05 0.345
H -4.0450 0.8002 -4.1918 0.19 0.02 0.01 0.246
H -3.3066 1.1013 -0.4752 -0.03 -0.01 0.05 0.298
H -3.2128 -0.6600 -0.3687 0.08 0.02 -0.02 0.142
H -4.7312 0.0992 -0.8154 -0.02 0.03 -0.13 0.432
H -0.7920 -2.9782 -3.9449 -0.02 -0.06 -0.08 0.323
H -2.3781 -3.3963 -4.6198 -0.05 0.07 -0.03 0.353
H -2.2075 -3.1130 -2.8912 0.03 0.03 0.00 0.304
H -0.8798 -0.9710 -5.7249 -0.03 0.00 -0.03 0.255
H -2.3469 0.0228 -5.6587 0.07 0.04 0.10 0.234
H -2.4629 -1.6710 -6.0881 -0.01 -0.07 0.08 0.428
C 1.1905 2.4754 5.2514 -0.62 -0.08 0.47 -1.242
C -0.1623 2.2671 4.5661 0.60 -0.03 -0.43 -0.326
C -0.1628 2.6125 3.0693 -0.44 -0.33 -0.41 -0.855
C -0.9511 1.5515 2.2614 0.51 0.32 0.11 -0.981
C -0.0156 0.4047 1.8505 0.04 -0.19 0.77 0.691
C -0.6139 -0.9934 2.0094 0.19 0.38 -0.31 -0.523
P 0.6224 -2.3699 1.8494 -0.81 -0.92 -0.73 -0.233
C 2.2464 -1.7200 1.2264 0.68 -0.28 0.30 0.735
C 2.5648 -2.4431 -0.0887 -0.60 0.48 -0.22 -1.720
C 3.3876 -1.9127 2.2604 -0.41 0.87 0.03 -1.021
C 3.8327 -0.5747 2.8511 0.66 0.19 0.27 0.206
C 5.1505 -0.6885 3.6503 -0.20 -0.04 0.06 -1.273
H 1.9939 2.0367 4.6621 0.10 0.17 -0.08 0.239
H 1.1719 1.9518 6.2093 0.13 0.07 0.08 0.358
H 1.3754 3.5259 5.4717 0.25 0.04 -0.22 0.338
H -0.9515 2.8378 5.0552 -0.02 -0.11 0.19 0.406
H -0.3986 1.2051 4.6639 -0.17 -0.01 0.02 0.204
H 0.8526 2.6166 2.6664 0.09 0.17 0.12 0.351
H -0.5893 3.5964 2.8688 0.07 0.12 0.22 0.472
H -1.7345 1.1594 2.9121 -0.25 0.05 -0.18 0.468
H -1.4007 2.0286 1.3910 -0.18 -0.19 -0.07 0.259
H 0.8656 0.4415 2.5013 0.01 0.09 0.04 -0.350
H 0.3671 0.5428 0.8398 -0.16 0.01 -0.11 0.245
H -1.3998 -1.1093 1.2622 0.11 -0.26 -0.14 -0.148
H -1.1049 -1.1207 2.9761 0.12 0.13 0.13 0.585
H 0.8738 -2.7061 3.1972 0.22 0.61 0.13 -0.021
H 2.2235 -0.6561 0.9930 -0.35 0.04 0.07 0.163
H 2.6387 -3.5210 0.0420 0.20 -0.03 0.02 0.382
H 1.7448 -2.2552 -0.7867 -0.03 -0.14 -0.07 0.377
H 3.4548 -2.0188 -0.5571 0.22 -0.21 0.13 0.419
H 3.0372 -2.5168 3.0968 0.31 -0.42 -0.11 0.304
H 4.2621 -2.3594 1.7858 -0.07 -0.27 0.01 0.421
H 3.0667 -0.1441 3.4990 -0.20 -0.09 -0.12 -0.232
H 4.0081 0.1538 2.0567 -0.21 -0.07 -0.17 0.370
H 5.9170 -0.0377 3.2339 0.08 -0.02 0.01 0.298
H 5.0263 -0.4133 4.6969 -0.01 0.00 0.04 0.353
H 5.5305 -1.7101 3.6286 0.06 -0.02 0.00 0.353
```
Forces are in eV/Å.

Gap between HOMO and LUMO (eV): 8.5
Energy (eV): -43420.99495
SMILES: CN(C)P(=O)(N(C)C)N(C)C.CCCCCCP[C@H](C)CCC
E_HOMO (eV): -7.712
Net charge: 0
F_max (Eh/bohr): 0.0925



6.
Computed, not measured: a structure of composition C22H27F16NO6 at a distorted geometry, with ωB97M-V with the def2-TZVPD basis set.

Geometry as XYZ:
```
72
Properties=species:S:1:pos:R:3:forces:R:3:mulliken_charge:R:1
C 11.5943 15.1613 25.9244 1.26 -0.57 0.65 -0.309
C 10.2526 14.9061 26.7459 1.96 2.82 -1.29 0.856
C 9.7566 16.2567 27.3662 -1.80 -1.56 3.17 0.111
F 10.6047 16.9366 28.2127 0.60 -6.81 -2.79 -0.429
F 9.1800 17.0804 26.5406 0.34 1.62 -2.85 -0.364
F 9.2933 14.4598 25.9491 -0.76 -0.26 -0.53 -0.310
F 10.4244 14.0053 27.7251 0.48 0.22 0.04 -0.288
O 11.4945 15.8556 24.6752 0.43 1.39 -1.09 -0.437
C 12.6169 16.7201 24.2321 -3.25 0.70 4.05 0.933
C 12.2482 17.4109 22.9188 -1.06 -2.79 -2.54 0.032
F 10.9847 17.9000 22.7813 0.77 0.82 1.20 -0.263
F 13.1723 18.2020 22.3548 -0.09 0.61 1.17 -0.226
F 12.8691 17.6133 25.2762 -1.47 -1.80 -3.59 -0.338
F 13.6686 15.9800 24.1149 1.59 -0.66 -0.64 -0.273
H 12.0922 14.1998 25.7991 -0.39 -0.37 -0.42 0.475
H 12.3181 15.6654 26.5648 -0.35 0.39 0.38 -0.077
H 8.8886 16.0569 27.9945 0.16 -1.24 0.65 0.428
H 12.1960 16.5356 22.2714 0.23 -0.32 -0.27 0.223
C 8.6235 17.9336 30.2269 -1.31 -0.96 -2.12 -0.489
C 8.0409 17.5276 31.6106 2.84 4.65 -0.36 0.868
C 7.1561 18.6969 32.1874 -1.03 -0.95 0.83 0.138
F 6.8373 18.4481 33.5048 -0.49 -1.03 -0.95 -0.284
F 7.6514 19.9152 32.2842 1.77 1.06 -0.92 -0.238
F 7.3939 16.4331 31.5170 -2.21 -2.43 -0.50 -0.300
F 9.0649 17.3265 32.4370 1.10 -0.16 1.08 -0.307
O 9.4109 19.0865 30.0992 2.72 0.99 0.66 -0.390
C 10.6289 18.9778 29.3567 -0.87 -0.09 0.60 1.259
C 11.4028 20.3817 29.3099 -6.32 1.08 -0.90 0.144
F 11.7561 20.8993 30.4782 -2.70 -4.31 3.18 -0.373
F 12.2668 20.5898 28.3264 -12.12 5.87 4.34 -0.792
F 11.4007 17.9268 29.7768 -0.28 2.16 1.15 -0.309
F 10.2124 18.7598 28.0857 0.17 4.70 0.12 -0.303
H 7.8000 18.0744 29.5267 -0.89 0.54 0.39 0.524
H 9.0201 17.1029 29.6432 0.77 -0.45 1.24 0.011
H 6.3146 18.8000 31.5023 -0.73 -0.44 0.43 0.297
H 10.6571 21.1225 29.0216 -1.16 -0.72 -0.12 0.178
O 16.7172 17.5973 28.7519 -2.39 -0.79 2.86 -0.655
C 15.6174 17.9639 28.3817 -0.64 2.56 5.21 0.066
O 14.6116 17.2349 27.9414 0.76 -1.47 -1.30 -0.391
C 13.6537 18.1126 27.3302 -3.10 1.16 2.40 0.482
C 13.6196 19.3320 28.2368 5.78 -5.08 -2.56 0.589
C 15.0929 19.4342 28.4542 0.72 -0.39 -0.25 -0.795
H 12.6701 17.6502 27.4125 0.34 -0.61 0.04 -1.066
H 13.7928 18.4415 26.3003 0.95 -0.38 2.11 0.487
H 13.1496 19.1390 29.2012 0.45 -0.61 -0.01 0.167
H 13.1479 20.1749 27.7316 6.55 -4.41 -3.12 1.081
H 15.2346 20.0880 29.3148 1.22 -0.58 0.16 0.734
H 15.5725 19.8039 27.5479 -0.15 0.91 0.26 0.041
O 15.2919 19.0126 25.6614 3.00 -0.19 -1.28 -0.624
C 16.3506 18.3939 25.5155 -3.08 0.46 0.33 0.628
O 16.8766 18.2667 24.3183 0.49 0.00 -0.81 -0.459
C 18.0048 17.3800 24.3524 0.05 0.35 1.32 -0.358
C 18.3371 17.1948 25.8588 -0.16 -0.52 0.86 -0.986
C 17.0627 17.6237 26.5987 0.77 1.40 -4.19 -0.256
H 18.7653 17.8904 23.7615 0.09 -0.70 -0.12 0.353
H 17.6513 16.3997 24.0329 0.36 0.18 -0.78 0.268
H 19.1435 17.7593 26.3271 0.30 0.14 -0.77 0.282
H 18.5462 16.1427 26.0524 0.14 0.03 -0.03 0.321
H 17.1948 18.4171 27.3344 1.25 -0.45 -1.12 0.256
H 16.3650 16.8717 26.9670 0.99 -0.31 -1.04 0.420
C 11.2151 23.9438 29.0967 1.03 0.39 1.11 -1.163
C 12.3875 23.7149 30.1011 0.26 0.30 -0.93 -0.769
C 13.2589 22.4914 29.8668 2.14 0.34 -0.79 -0.216
C 13.6409 22.2179 28.4708 1.65 1.05 -2.63 0.266
N 13.8582 21.8646 27.3706 0.36 2.76 2.53 -0.598
H 10.3074 23.4188 29.3942 0.01 -0.09 -0.36 0.213
H 11.5798 23.7331 28.0913 -0.34 -0.36 -0.04 0.357
H 11.0299 25.0179 29.1094 -0.40 -0.06 0.02 0.416
H 12.1241 23.7014 31.1587 -0.39 0.17 -0.10 0.382
H 13.0909 24.5342 29.9525 -0.24 0.37 0.20 0.396
H 12.8067 21.5603 30.2084 2.97 2.60 -0.51 0.157
H 14.1602 22.5977 30.4705 0.31 0.16 -0.18 0.596
```
Forces are in eV/Å.

Gap between HOMO and LUMO (eV): 9.2
Energy (eV): -80489.89036
E_HOMO (eV): -8.754
Net charge: 0
F_max (Eh/bohr): 0.2751